Record 1
DFT (ωB97M-V with the def2-TZVPD basis set) results for a 2-piece molecular cluster, C5H6S3 overall.

Spin multiplicity: 1
Kohn-Sham gap: 7.48 eV
Maximum force: 5.31 eV/Å
Highest occupied orbital energy: -0.3145 hartree
Total charge: 0

Atoms and positions in Å:
C 0.2115 0.2044 0.3865
C 0.3683 1.6645 -0.0624
C 1.8304 -0.1527 0.3170
C -0.4923 -0.9778 -0.3225
C -1.4194 -0.7274 -1.2085
H -1.2406 -1.5238 1.7410
H -0.2119 1.8596 -0.9802
H 0.0860 2.3230 0.7051
H -0.3529 -1.9130 0.3334
H -1.8678 -1.5348 -1.7214
H -1.5285 0.3515 -1.6027
S -0.4271 0.2865 1.9382
S 2.2266 1.5746 -0.0174
S 2.8178 -1.4343 0.4939

These are the natural (NBO) partial charges, in e, on atoms 1 to 6: -0.392, -0.501, -0.261, -0.164, -0.399, 0.124

---

Record 2
DFT (ωB97M-V with the def2-TZVPD basis set) results for C39H27F5N11O6RbS3 as an isolated structure.

Spin multiplicity: 1
Kohn-Sham gap: 5.83 eV
Maximum force: 0.46 eV/Å
Highest occupied orbital energy: -0.1010 hartree
Total charge: -2

Atoms and positions in Å:
Rb -0.2264 -0.5038 -1.1872
F -4.6052 5.1382 -3.1898
C -3.7185 4.2680 -3.7126
C -3.2194 3.2285 -2.9531
F -3.6307 3.1048 -1.6703
C -2.3042 2.3438 -3.4891
F -1.8552 1.3688 -2.6779
C -1.8218 2.4230 -4.8062
S -0.6839 1.3040 -5.4484
C -2.3675 3.4936 -5.5384
F -1.9993 3.6866 -6.8143
C -3.2834 4.3882 -5.0195
F -3.7625 5.3900 -5.7803
S 2.1311 -1.9625 0.6967
C 1.6498 -2.0432 2.3496
N 2.2063 -2.7579 3.2835
N 3.2405 -3.5133 2.8742
C 3.9413 -4.2980 3.7507
C 5.0154 -5.0607 3.2721
C 5.7394 -5.8665 4.1309
C 5.4200 -5.9378 5.4827
C 4.3553 -5.1797 5.9558
C 3.6179 -4.3660 5.1118
N 0.5794 -1.3031 2.9244
N -0.0903 -0.6156 2.1396
C -1.1163 0.1337 2.8028
C -0.9962 0.5647 4.1241
C -2.0019 1.3213 4.7027
C -3.1481 1.6392 3.9799
C -3.2696 1.2007 2.6691
C -2.2503 0.4677 2.0763
H 3.4849 -3.4448 1.8863
H 5.2670 -5.0126 2.2191
H 6.5639 -6.4491 3.7368
H 5.9881 -6.5722 6.1510
H 4.0892 -5.2224 7.0059
H 2.7881 -3.7785 5.4766
H -0.1044 0.2963 4.6749
H -1.8980 1.6628 5.7262
H -3.9339 2.2313 4.4345
H -4.1602 1.4264 2.0951
H -2.3586 0.1285 1.0530
S -3.5586 -1.3195 -0.8362
C -3.4247 -1.4625 -2.5075
N -4.2046 -0.7771 -3.3942
C -3.5988 -0.8003 -4.7290
C -2.6255 -1.9862 -4.6204
N -2.5718 -2.2264 -3.1817
H -4.6142 0.0709 -3.0389
H -3.0490 0.1189 -4.9375
H -4.3536 -0.9537 -5.4997
H -1.6386 -1.7309 -5.0045
H -2.9918 -2.8745 -5.1393
H -1.7744 -2.7224 -2.7636
N -4.9640 7.1188 5.3236
C -4.2582 6.5032 4.6560
C -3.3629 5.7384 3.8292
C -3.7922 5.2113 2.6119
C -2.9339 4.4640 1.8303
C -1.6249 4.2376 2.2520
C -1.1876 4.7880 3.4557
C -2.0513 5.5225 4.2422
N -0.7546 3.4482 1.4859
C 0.4260 2.8664 1.9149
C 0.9079 2.1698 0.8593
N 0.0678 2.3081 -0.2288
C -0.9107 3.0671 0.1761
H -4.8107 5.3768 2.2873
H -3.2936 4.0329 0.9058
H -0.1691 4.6388 3.7793
H -1.7105 5.9372 5.1816
H 0.7642 2.9350 2.9314
H 1.7856 1.5435 0.8162
H -1.7459 3.3799 -0.4277
O 0.6584 -4.6114 -3.8433
C 0.8544 -3.5819 -3.1937
O 0.0337 -2.8808 -2.5405
C 2.2975 -3.0467 -3.1731
C 2.6018 -1.8558 -2.5361
C 3.8999 -1.3856 -2.5154
C 4.9357 -2.0627 -3.1213
C 4.6090 -3.2454 -3.7606
C 3.3167 -3.7466 -3.8006
N 5.6897 -3.9876 -4.4318
O 5.4130 -5.0490 -4.9532
O 6.8111 -3.5130 -4.4022
N 4.1803 -0.1017 -1.8416
O 3.2358 0.5430 -1.4404
O 5.3451 0.2368 -1.7384
H 1.8414 -1.2969 -2.0304
H 5.9461 -1.6888 -3.0993
H 3.0826 -4.6718 -4.3068

These are the Mulliken partial charges, in e, on atoms 1 to 6: 1.012, -0.349, 0.281, -0.071, -0.330, 0.079

---

Record 3
DFT (ωB97M-V with the def2-TZVPD basis set) results for C26H27ClOPV as an isolated structure.

Spin multiplicity: 3
Kohn-Sham gap (spin up / spin down): 7.74 / 8.31 eV
Maximum force: 4.32 eV/Å
Highest occupied orbital energy (spin up / spin down): -0.2818 / -0.2892 hartree
Total charge: 0
<S²>: 2.019

Atoms and positions in Å:
C -1.0778 -1.3060 1.7024
C -0.9304 -1.6519 0.3202
C 0.4446 -1.9121 0.0636
H -1.7419 -1.7694 -0.4058
C 1.1716 -1.7299 1.2817
C 0.2440 -1.3304 2.3023
H 0.4696 -1.1586 3.3551
H -2.0100 -1.1058 2.2135
H 0.8446 -2.2695 -0.8806
H 2.2405 -1.8733 1.4086
V 0.1949 0.1717 0.7610
Cl 2.2667 1.2429 0.4115
P 0.0131 0.3413 -2.5815
C 1.2410 -0.7318 -3.4010
C 0.9590 -1.5366 -4.5189
H -0.0453 -1.5484 -4.9397
C 1.9655 -2.3202 -5.0814
H 1.7581 -2.9199 -5.9688
C 3.2477 -2.3271 -4.5180
H 4.0464 -2.9137 -4.9734
C 3.5163 -1.5848 -3.3601
H 4.5075 -1.6097 -2.9023
C 2.5160 -0.8024 -2.7922
H 2.6874 -0.2353 -1.8708
C -1.6172 -0.1418 -3.2483
C -2.0460 -1.4821 -3.1114
H -1.3665 -2.2302 -2.6946
C -3.3388 -1.8438 -3.4832
H -3.6496 -2.8865 -3.4008
C -4.2285 -0.8756 -3.9641
H -5.2328 -1.1662 -4.2741
C -3.8332 0.4672 -4.0357
H -4.5319 1.2229 -4.3971
C -2.5483 0.8373 -3.6501
H -2.2533 1.8882 -3.6474
C 0.3400 2.0216 -3.2190
C 0.9314 2.2326 -4.4727
H 1.2255 1.3778 -5.0798
C 1.1348 3.5342 -4.9349
H 1.5547 3.6979 -5.9274
C 0.7938 4.6232 -4.1240
H 0.9526 5.6417 -4.4808
C 0.2519 4.4203 -2.8472
H -0.0004 5.2688 -2.2088
C 0.0205 3.1264 -2.3893
H -0.3967 2.9266 -1.3958
C -0.4378 2.5190 2.2786
C -1.6857 1.9775 1.5795
C -2.7138 3.0734 1.2642
O -1.3138 1.2976 0.3893
H 0.0465 3.2701 1.6475
H 0.2935 1.7250 2.5313
H -0.7484 3.0009 3.2095
H -2.1851 1.2601 2.2647
H -2.2933 3.7988 0.5629
H -3.6076 2.6256 0.8265
H -2.9977 3.5901 2.1858

These are the natural (NBO) partial charges, in e, on atoms 1 to 6: -0.312, -0.303, -0.312, 0.262, -0.287, -0.370

---

Record 4
DFT (ωB97M-V with the def2-TZVPD basis set) results for a 2-piece molecular cluster, C6H12N overall.

Spin multiplicity: 1
Kohn-Sham gap: 11.02 eV
Maximum force: 1.48 eV/Å
Highest occupied orbital energy: -0.5176 hartree
Total charge: +1

Atoms and positions in Å:
C -0.6504 -2.3719 -1.0572
C 0.8476 -2.3118 -1.3339
C -0.0861 -1.2091 -0.9626
C 0.6208 2.1771 1.6928
C -1.5580 0.6726 -0.5481
C 1.1663 1.0171 2.0243
N -0.1627 0.1897 -0.6701
H -1.4995 -3.0087 -1.0043
H 1.5335 -2.7067 -0.5958
H -0.3431 2.4811 2.0689
H 1.2062 -2.3932 -2.3519
H 1.1362 2.8958 1.0746
H -2.0931 0.5115 -1.4814
H -2.0604 0.1198 0.2425
H -1.5628 1.7325 -0.3062
H 0.6792 0.3246 2.6922
H 2.1598 0.7446 1.7001
H 0.3471 0.4319 0.2374
H 0.3192 0.7032 -1.4215

These are the natural (NBO) partial charges, in e, on atoms 1 to 6: -0.095, -0.383, 0.070, -0.365, -0.421, -0.438

---

Record 5
DFT (ωB97M-V with the def2-TZVPD basis set) results for one molecule with the formula C5H6N2O.

Structure (SMILES): C#C/C=N\N=C/CO
Spin multiplicity: 1
Kohn-Sham gap: 8.49 eV
Maximum force: 9.08 eV/Å
Highest occupied orbital energy: -0.3302 hartree
Total charge: 0

Atoms and positions in Å:
C 3.4691 -0.5889 -0.3339
C 2.4189 0.1034 0.0511
C 1.3249 1.0355 0.0570
N 0.1282 1.0636 0.6502
N -0.3460 0.1515 1.2885
C -1.1349 -0.8054 0.7782
C -1.9670 -0.6406 -0.5410
O -2.4860 0.7615 -0.3800
H 4.6428 -0.8375 -0.1644
H 1.3922 2.0561 -0.4768
H -1.6798 -1.5544 1.4375
H -2.7965 -1.2006 -0.1946
H -1.4984 -0.7604 -1.5057
H -1.4676 1.2162 -0.6662

These are the natural (NBO) partial charges, in e, on atoms 1 to 6: -0.214, -0.095, -0.105, -0.158, -0.154, 0.010

---

Record 6
DFT (ωB97M-V with the def2-TZVPD basis set) results for C6H12InO6 as an isolated structure.

Spin multiplicity: 1
Kohn-Sham gap: 2.92 eV
Maximum force: 3.20 eV/Å
Highest occupied orbital energy: -0.7954 hartree
Total charge: +3

Atoms and positions in Å:
In 1.1119 -2.1983 -2.2912
C -0.7401 -2.0095 3.1237
O -0.4148 -2.0493 1.7270
C -1.2528 -1.6886 0.8048
O -0.9488 -1.3647 -0.3261
O -2.5517 -1.7275 1.2480
C -3.6320 -1.4907 0.3735
H -0.6000 -0.9998 3.5369
H -0.0867 -2.7204 3.6208
H -1.7653 -2.2719 3.4160
H -3.6965 -2.2696 -0.4127
H -3.4436 -0.5962 -0.2532
H -4.5207 -1.4469 0.9923
C -0.4790 2.2894 -1.1766
O 0.8890 2.5494 -0.8573
C 1.8544 1.7756 -1.2979
O 1.6803 0.6597 -1.8007
O 2.9910 2.4165 -1.2646
C 4.2413 1.6917 -1.3288
H -1.0058 3.2048 -0.9161
H -0.8731 1.4015 -0.6608
H -0.5741 2.1499 -2.2604
H 5.0246 2.4124 -1.0703
H 4.4577 1.3725 -2.3489
H 4.3347 0.9100 -0.5774

These are the natural (NBO) partial charges, in e, on atoms 1 to 6: 1.244, -0.284, -0.388, 0.988, -0.496, -0.322